The following is a quantum chemistry calculation of a single C11H12N2O3 molecule in a non-equilibrium geometry, from OMol25.

Properties
Frontier orbital gap = 7.810 eV
E_HOMO = -7.92 eV
Energy above the lowest of the compared OMol25 structures with the same formula, charge and spin = 40.1 kcal/mol
LUMO = -0.1 eV
SMILES = COc1ccc(OC)c2c(C)nc(O)nc12

```
! wB97M-V def2-TZVPD RIJCOSX def2/J DEFGRID3
* xyz 0 1
C 1.12 3.39 1.64
O 0.43 2.30 2.28
C 0.50 1.14 1.48
C 1.47 0.23 1.78
C 1.62 -0.92 1.13
C 0.73 -1.15 0.02
O 0.77 -2.40 -0.54
C 0.81 -3.54 0.29
C -0.28 -0.20 -0.35
C -1.13 -0.23 -1.53
C -0.93 -1.20 -2.72
N -2.13 0.67 -1.71
C -2.29 1.57 -0.72
O -3.43 2.34 -0.92
N -1.38 1.80 0.27
C -0.42 0.98 0.38
H 1.55 3.90 2.53
H 1.93 3.06 1.00
H 0.43 3.93 0.95
H 2.21 0.32 2.60
H 2.52 -1.48 1.32
H 0.59 -4.42 -0.40
H -0.04 -3.61 0.92
H 1.72 -3.76 0.86
H 0.18 -1.14 -3.06
H -1.71 -1.24 -3.49
H -0.88 -2.22 -2.38
H -3.96 1.89 -1.62
*
```

=====

The following is a quantum chemistry calculation of a molecular structure, C11H12N2O8S2V in a non-equilibrium geometry, from OMol25.

Properties
Frontier orbital gap (alpha / beta) = 7.326 / 7.327 eV
E_HOMO (alpha / beta) = -13.68 / -13.68 eV
LUMO (alpha / beta) = -6.4 / -6.4 eV

```
! wB97M-V def2-TZVPD RIJCOSX def2/J DEFGRID3
* xyz 1 1
V -0.85 0.28 0.77
O 2.50 -1.89 1.00
C 1.38 -1.51 1.07
O 1.00 -0.27 0.85
C 0.20 -2.45 1.17
C 0.20 -3.79 1.46
C -1.01 -4.42 1.20
C -2.18 -3.73 1.03
C -2.10 -2.33 0.94
N -0.91 -1.78 0.93
C -3.14 -1.38 0.61
O -4.30 -1.60 0.56
O -2.63 -0.14 0.27
H 1.12 -4.33 1.58
H -1.06 -5.48 1.22
H -3.13 -4.26 0.91
C 2.53 2.39 -2.54
N 1.51 1.49 -2.00
C 1.57 0.09 -2.32
C 0.52 1.91 -1.24
C 0.19 3.36 -1.04
O -0.33 1.02 -0.85
H 3.52 1.97 -2.38
H 2.44 3.37 -2.06
H 2.29 2.49 -3.63
H 0.95 -0.19 -3.15
H 1.29 -0.48 -1.48
H 2.58 -0.12 -2.62
H 0.60 3.88 -0.16
H -0.87 3.37 -1.00
H 0.58 3.92 -1.88
O -0.33 2.02 1.25
S -0.87 2.36 2.65
O -2.08 3.10 2.59
O 0.26 2.78 3.44
S -1.44 0.36 2.86
*
```

=====

The following is a quantum chemistry calculation of a molecular structure, C11H12N2PY in a non-equilibrium geometry, from OMol25.

Properties
Frontier orbital gap = 4.770 eV
E_HOMO = -5.91 eV
Energy above the lowest of the compared OMol25 structures with the same formula, charge and spin = 34.3 kcal/mol
LUMO = -1.1 eV

```
! wB97M-V def2-TZVPD RIJCOSX def2/J DEFGRID3
* xyz 0 1
C 0.39 -2.35 -2.07
C 1.15 -3.41 -1.67
C 1.29 -3.87 -0.32
C 0.48 -3.41 0.78
C -0.40 -2.37 0.74
Y 1.12 -1.15 -0.31
P -0.44 0.24 -2.25
H 0.09 -2.21 -3.11
H 1.72 -3.99 -2.43
H 1.99 -4.72 -0.18
H -1.09 -2.04 1.52
H 0.66 -4.00 1.69
H -1.79 0.52 -1.90
H -0.71 -0.03 -3.61
H 0.05 1.55 -2.51
N -3.61 3.75 2.19
C -2.58 3.29 1.85
C -1.28 2.77 1.49
C -0.18 3.62 1.56
C 1.07 3.11 1.23
C 1.19 1.78 0.84
N 0.13 0.93 0.76
C -1.10 1.44 1.08
H -0.31 4.65 1.90
H 1.95 3.74 1.25
H 2.17 1.39 0.50
H -1.96 0.77 0.98
*
```